Model A:
Formula: CH4NOS2
Source: the Open Molecules 2025 dataset
Level of theory: wB97M-V/def2-TZVPD

Last column: Mulliken charge in e.
Atoms and positions in Å:
1 C -0.6864 0.2039 -0.3932  0.630
2 N 0.9619 -0.1592 0.6963  -0.633
3 O -0.1950 0.9541 -1.3014  -0.417
4 S -1.8491 0.3475 0.9014  -0.028
5 S -1.6054 -1.2824 -0.4671  0.002
6 H 0.7192 0.0131 1.7112  0.345
7 H 1.6708 0.4848 0.2841  0.316
8 H 1.1668 -1.0961 0.8604  0.315
9 H -0.1828 0.5345 -2.2917  0.469

Output
HOMO = -13.84 eV
net charge = +1

=====

Model B:
Formula: CH4NOS2
Source: the Open Molecules 2025 dataset
Level of theory: wB97M-V/def2-TZVPD

Last column: Mulliken charge in e.
Atoms and positions in Å:
1 C -0.1670 0.3764 -0.0622  0.168
2 N 0.7676 -0.6389 0.4313  -0.328
3 O 0.4173 1.1319 -1.0461  -0.418
4 S -1.7265 0.6857 0.7397  0.044
5 S -2.1054 -0.9583 -0.3972  -0.127
6 H 0.0756 -1.1923 1.0294  0.460
7 H 1.5377 0.0055 1.0255  0.448
8 H 1.1322 -1.3132 -0.2933  0.370
9 H 0.0685 1.9031 -1.4271  0.384

Output
HOMO (spin up / spin down) = -12.83 / -12.83 eV
net charge = +1

=====

Structures ranked by computed energy, the most stable listed first: model A, model B.

=====

Model A:
Formula: C6H15N
Source: the Open Molecules 2025 dataset
Level of theory: wB97M-V/def2-TZVPD

Last column: Mulliken charge in e.
Atoms and positions in Å:
1 C -0.6109 2.6868 1.6854  -1.210
2 C -0.3079 1.6337 0.5915  -0.257
3 C -1.0894 0.3310 0.8108  -0.691
4 N -0.6886 -0.5592 -0.2867  -0.216
5 C 0.5677 -0.8900 -0.9475  0.365
6 C 0.2905 -1.8526 -2.0861  -1.533
7 C 1.4967 -1.6488 0.0298  -1.247
8 H -0.4229 3.7160 1.3311  0.339
9 H -0.0293 2.5751 2.5960  0.317
10 H -1.6978 2.6512 1.8402  0.298
11 H 0.7598 1.4139 0.6915  0.215
12 H -0.4981 2.0471 -0.3983  0.253
13 H -0.9095 -0.0576 1.8241  0.260
14 H -2.1464 0.6572 0.7828  0.425
15 H -1.5124 -1.1063 -0.4791  0.210
16 H 1.0255 0.0247 -1.3432  0.287
17 H -0.5218 -1.5114 -2.7235  0.451
18 H 0.0951 -2.8768 -1.7576  0.337
19 H 1.0887 -1.8173 -2.8502  0.378
20 H 2.4522 -1.8370 -0.4866  0.355
21 H 0.9429 -2.5497 0.2906  0.326
22 H 1.7161 -1.0303 0.8852  0.341

Output
HOMO = -8.04 eV

=====

Model B:
Formula: C6H15N
Source: the Open Molecules 2025 dataset
Level of theory: wB97M-V/def2-TZVPD

Last column: Mulliken charge in e.
Atoms and positions in Å:
1 C 1.5940 -1.8016 -0.4822  0.306
2 C 0.9296 -2.2632 -1.7458  -1.142
3 C 2.3356 -0.5853 -0.3772  -0.990
4 N -0.6937 -0.0054 0.3063  -0.660
5 C -0.1934 1.0651 -0.0101  0.253
6 C -0.7031 2.4547 0.4161  -0.377
7 C -2.1534 2.3844 0.8602  -1.109
8 H 1.0884 -0.7865 0.0285  0.172
9 H 1.8606 -2.5817 0.2213  0.437
10 H 1.6037 -2.2377 -2.6045  0.340
11 H 0.4952 -3.2517 -1.6309  0.341
12 H 0.1141 -1.5835 -1.9960  0.297
13 H 2.5236 -0.0460 -1.2945  0.363
14 H 3.2141 -0.6316 0.2508  0.308
15 H -2.1027 -2.2275 2.2140  0.002
16 H 0.9377 1.1329 -0.1715  0.033
17 H -2.6489 -1.7321 2.2076  -0.012
18 H -0.0959 2.7339 1.2813  0.229
19 H -0.5057 3.1134 -0.4341  0.288
20 H -2.6714 3.3326 0.9840  0.337
21 H -2.1861 1.7787 1.7726  0.271
22 H -2.7422 1.7379 0.2042  0.313

Output
HOMO = -6.86 eV

=====

Structures ranked by computed energy, the most stable listed first: model A, model B.

=====

Model A:
Formula: C5H9FSi
Source: the Open Molecules 2025 dataset
Level of theory: wB97M-V/def2-TZVPD

Last column: Mulliken charge in e.
Atoms and positions in Å:
1 C -2.5705 -2.1719 -0.9351  -1.007
2 C -1.4603 -1.4137 -0.3046  1.345
3 C -0.6514 -0.5527 -0.0560  -1.218
4 Si 0.5905 0.6934 0.6599  0.563
5 C 0.5583 2.2396 -0.5068  -1.134
6 C 2.3218 -0.0228 1.0142  -1.006
7 F 0.0992 1.4035 2.0520  -0.327
8 H -2.9753 -1.6821 -1.8417  0.281
9 H -2.1262 -3.1464 -1.1778  0.301
10 H -3.3244 -2.5147 -0.1369  0.272
11 H -0.3381 2.2499 -0.9326  0.345
12 H 0.6932 3.1138 0.2066  0.239
13 H 1.2372 2.1002 -1.2440  0.421
14 H 3.0069 0.5640 0.2325  0.247
15 H 2.6087 0.2239 1.9803  0.329
16 H 2.3302 -1.0841 0.9900  0.351

Output
HOMO = -9.91 eV

=====

Model B:
Formula: C5H9FSi
Source: the Open Molecules 2025 dataset
Level of theory: wB97M-V/def2-TZVPD

Last column: Mulliken charge in e.
Atoms and positions in Å:
1 F 3.1669 1.6368 0.1203  -0.341
2 Si 1.7649 0.9879 -0.4647  0.497
3 C 1.6386 -0.7985 -0.6977  -0.411
4 C 0.4470 -1.4699 -0.7242  -0.176
5 C -0.8045 -0.6988 -0.5346  -0.777
6 C -0.8592 0.0113 0.8893  -0.568
7 C 0.0983 1.1955 1.0936  -1.001
8 H 1.8507 1.7078 -1.8795  -0.094
9 H 2.6113 -1.3390 -0.6650  0.406
10 H 0.3320 -2.5171 -1.1403  0.283
11 H -0.9417 0.0105 -1.3080  0.377
12 H -1.7197 -1.2712 -0.3854  0.324
13 H -1.8493 0.2630 0.9454  0.437
14 H -0.6538 -0.6909 1.6333  0.318
15 H -0.2737 2.1626 0.8509  0.374
16 H 0.4476 1.2478 2.1103  0.354

Output
HOMO = -9.16 eV

=====

Structures ranked by computed energy, the most stable listed first: model A, model B.

=====

Model A:
Formula: C33H49N7O9S2Sr
Source: the Open Molecules 2025 dataset
Level of theory: wB97M-V/def2-TZVPD

Last column: Mulliken charge in e.
Atoms and positions in Å:
1 Sr 1.6257 -0.2812 -0.3712  2.161
2 O 2.0517 2.7271 0.7432  -0.454
3 C 0.8152 2.3269 0.5751  1.082
4 O 0.4473 1.7662 -0.4294  0.316
5 C -0.1480 2.9013 1.6145  -1.096
6 O -0.5633 2.0685 2.6567  -0.221
7 C 0.4557 1.6341 3.5336  -0.439
8 C 1.3317 0.4977 2.9631  0.151
9 O 2.1091 -0.0808 3.7021  -0.783
10 O 1.1629 0.2950 1.7307  -0.793
11 H 2.5952 2.5614 -0.0672  0.482
12 H -1.0556 3.1530 1.0537  0.017
13 H 0.3084 3.8224 2.0147  0.441
14 H -0.0490 1.2700 4.4364  0.033
15 H 1.1067 2.4696 3.8275  0.525
16 C 0.0544 3.6629 -3.0231  -1.208
17 N -1.2418 3.5396 -2.3935  0.310
18 C -2.1974 4.4968 -2.9052  -1.182
19 C -1.7107 2.2239 -2.2328  0.045
20 N -1.2524 1.1715 -2.7585  -0.612
21 N -2.7525 2.2411 -1.3181  0.057
22 C -3.4116 1.1925 -0.7193  0.464
23 N -4.2307 1.6396 0.2828  -0.402
24 N -3.2928 -0.0208 -1.0923  -0.693
25 H 0.4122 4.6836 -2.8774  0.324
26 H 0.0164 3.4724 -4.1064  0.386
27 H 0.7597 2.9742 -2.5644  0.305
28 H -1.9598 5.4964 -2.5431  0.354
29 H -3.2029 4.2392 -2.5831  0.374
30 H -2.1924 4.5150 -4.0019  0.352
31 H -0.5011 1.4087 -3.3963  0.205
32 H -2.8176 3.1271 -0.8310  0.323
33 H -4.2012 2.5924 0.6067  0.171
34 H -4.6782 0.9617 0.8823  0.164
35 H -3.9369 -0.5967 -0.5397  0.194
36 N -0.2928 -1.4389 -1.6200  0.132
37 C -0.6710 -2.8411 -1.7079  -0.322
38 C 0.3379 -3.6705 -2.4961  -1.364
39 C 1.7948 -3.5716 -2.0457  0.185
40 C 2.0362 -3.8871 -0.5688  -0.580
41 N 2.5005 -2.7092 0.1447  -0.397
42 H -1.1286 -0.8938 -1.3837  -0.186
43 H -0.0882 -1.0863 -2.5501  0.100
44 H -1.6629 -2.9514 -2.1796  0.423
45 H -0.7566 -3.2293 -0.6879  0.005
46 H 0.2779 -3.3998 -3.5513  0.416
47 H 0.0224 -4.7163 -2.4378  0.416
48 H 2.1854 -2.5797 -2.2626  -0.167
49 H 2.3837 -4.2520 -2.6657  0.424
50 H 2.7474 -4.7237 -0.4706  0.317
51 H 1.1076 -4.2010 -0.0907  0.242
52 H 3.4522 -2.4994 -0.1286  0.224
53 H 2.4956 -2.8545 1.1476  0.117
54 O -0.1365 -2.4386 1.6435  -0.579
55 S -1.5944 -2.5714 1.8747  0.232
56 C -2.1586 -0.8743 2.1098  1.025
57 C -3.5893 -0.7668 2.5046  0.933
58 C -3.9678 0.2150 3.4133  -0.126
59 C -5.2954 0.3698 3.7678  -0.987
60 C -6.2628 -0.4669 3.2294  -0.559
61 C -5.8919 -1.4538 2.3347  -0.986
62 C -4.5630 -1.6016 1.9718  -0.101
63 C -1.8734 -3.2544 3.5507  -1.434
64 C -1.5576 -2.3823 4.7186  0.512
65 C -0.2844 -1.8728 4.9251  -0.024
66 C -0.0466 -1.0184 5.9864  -0.869
67 C -1.0687 -0.6856 6.8591  -0.300
68 C -2.3396 -1.1992 6.6641  -0.729
69 C -2.5823 -2.0377 5.5939  -0.299
70 H -1.9570 -0.4027 1.1439  -0.643
71 H -1.5042 -0.4057 2.8397  -0.838
72 H -3.2102 0.8571 3.8404  0.535
73 H -5.5746 1.1383 4.4714  0.460
74 H -7.2974 -0.3506 3.5085  0.423
75 H -6.6356 -2.1111 1.9117  0.406
76 H -4.2890 -2.3789 1.2728  0.460
77 H -1.2667 -4.1622 3.5254  0.634
78 H -2.9211 -3.5523 3.5791  0.487
79 H 0.5136 -2.1025 4.2359  0.441
80 H 0.9378 -0.6001 6.0984  0.479
81 H -0.8758 -0.0219 7.6870  0.429
82 H -3.1417 -0.9420 7.3379  0.422
83 H -3.5790 -2.4209 5.4257  0.350
84 C 7.3514 0.8660 -6.8131  -1.471
85 C 6.3565 0.8552 -5.6948  0.981
86 C 5.3799 -0.1291 -5.6154  -0.913
87 C 4.4754 -0.1505 -4.5669  -0.453
88 C 4.5519 0.8195 -3.5837  -0.322
89 C 5.5034 1.8175 -3.6491  -0.404
90 C 6.4005 1.8288 -4.7034  -0.739
91 S 3.4219 0.7567 -2.2276  1.773
92 O 3.4196 2.0790 -1.6029  -1.041
93 O 3.8675 -0.2690 -1.2740  -0.717
94 O 2.1139 0.3848 -2.7743  -0.426
95 H 7.0401 0.2149 -7.6255  0.353
96 H 8.3240 0.5231 -6.4650  0.305
97 H 7.4825 1.8699 -7.2098  0.367
98 H 5.3242 -0.8879 -6.3841  0.312
99 H 3.7161 -0.9101 -4.5106  0.454
100 H 5.5374 2.5707 -2.8826  0.469
101 H 7.1491 2.6081 -4.7569  0.374

Output
HOMO = -8.52 eV

=====

Model B:
Formula: C33H49N7O9S2Sr
Source: the Open Molecules 2025 dataset
Level of theory: wB97M-V/def2-TZVPD

Last column: Mulliken charge in e.
Atoms and positions in Å:
1 Sr -1.3668 -0.1213 -0.9387  1.838
2 O -0.8518 -3.5212 -0.6233  -0.513
3 C 0.0989 -2.7311 -0.1259  0.869
4 O 0.5199 -1.7579 -0.7366  0.390
5 C 0.7186 -3.2546 1.1739  -1.076
6 O 0.3348 -2.6334 2.3736  -0.243
7 C -1.0228 -2.8196 2.7796  -0.519
8 C -2.0385 -1.8883 2.1034  0.154
9 O -3.1793 -1.8806 2.5581  -0.767
10 O -1.5857 -1.2468 1.0974  -0.593
11 H -1.0842 -3.2589 -1.5429  0.436
12 H 1.7835 -3.0649 1.0644  0.151
13 H 0.5474 -4.3320 1.2146  0.437
14 H -1.0504 -2.6353 3.8498  0.190
15 H -1.3432 -3.8529 2.6111  0.483
16 C 2.4637 -2.3115 -3.4902  -1.363
17 N 3.2643 -2.1026 -2.2903  0.311
18 C 4.6431 -2.5760 -2.4887  -1.142
19 C 3.1151 -0.8329 -1.6753  0.164
20 N 2.5520 0.1862 -2.1741  -0.646
21 N 3.6635 -0.8431 -0.3873  0.057
22 C 3.5804 0.1082 0.6269  0.455
23 N 4.2725 -0.2930 1.7565  -0.466
24 N 2.9536 1.2188 0.5000  -0.703
25 H 2.4928 -3.3714 -3.7404  0.369
26 H 2.8567 -1.7552 -4.3534  0.394
27 H 1.4276 -2.0263 -3.3188  0.374
28 H 4.6549 -3.6666 -2.5362  0.358
29 H 5.2977 -2.2587 -1.6792  0.367
30 H 5.0667 -2.1884 -3.4251  0.337
31 H 2.2542 -0.0428 -3.1209  0.244
32 H 3.9204 -1.7610 -0.0851  0.306
33 H 4.5872 -1.2383 1.8554  0.187
34 H 4.1006 0.2011 2.6124  0.136
35 H 3.0795 1.7564 1.3471  0.107
36 N 0.3056 1.9572 -1.0185  0.192
37 C 0.0195 3.3684 -0.6900  -0.261
38 C -0.8877 4.0421 -1.7081  -1.348
39 C -2.2311 3.3623 -1.9834  0.228
40 C -3.1000 3.1238 -0.7335  -0.623
41 N -3.3279 1.6823 -0.4973  -0.424
42 H 1.1573 1.6653 -0.5269  -0.115
43 H 0.6159 1.8848 -1.9887  0.163
44 H 0.9412 3.9478 -0.6268  0.433
45 H -0.4407 3.4020 0.2961  -0.022
46 H -0.3421 4.1553 -2.6540  0.393
47 H -1.0793 5.0610 -1.3533  0.405
48 H -2.0826 2.4071 -2.5100  -0.163
49 H -2.7746 3.9893 -2.6950  0.415
50 H -4.0427 3.6632 -0.8278  0.346
51 H -2.6041 3.5207 0.1530  0.240
52 H -3.9798 1.3183 -1.1928  0.215
53 H -3.7249 1.5046 0.4195  0.143
54 O -1.5478 1.8311 1.9606  -0.595
55 S -0.3777 2.2788 2.7797  0.258
56 C 0.6312 0.7936 2.9507  0.432
57 C 1.8334 0.9202 3.8525  1.372
58 C 2.2007 -0.1613 4.6551  -0.376
59 C 3.3384 -0.0979 5.4473  -0.935
60 C 4.1198 1.0547 5.4623  -0.555
61 C 3.7540 2.1429 4.6808  -0.989
62 C 2.6173 2.0752 3.8760  -0.231
63 C -0.8740 2.5360 4.5111  -1.444
64 C -1.2145 1.3398 5.3530  0.513
65 C -2.2738 0.4963 5.0206  0.014
66 C -2.5642 -0.6085 5.8182  -0.645
67 C -1.8040 -0.8726 6.9499  -0.410
68 C -0.7417 -0.0379 7.2833  -0.697
69 C -0.4465 1.0587 6.4842  -0.235
70 H 0.9274 0.5696 1.9224  -0.334
71 H -0.0448 0.0009 3.2714  -0.473
72 H 1.5874 -1.0561 4.6386  0.503
73 H 3.6166 -0.9488 6.0610  0.433
74 H 5.0062 1.1049 6.0865  0.401
75 H 4.3537 3.0473 4.6909  0.388
76 H 2.3422 2.9257 3.2573  0.444
77 H -1.7138 3.2289 4.4096  0.635
78 H -0.0420 3.0981 4.9468  0.482
79 H -2.8606 0.6778 4.1274  0.273
80 H -3.3713 -1.2656 5.5158  0.438
81 H -2.0356 -1.7331 7.5705  0.400
82 H -0.1415 -0.2418 8.1647  0.407
83 H 0.3899 1.7052 6.7366  0.335
84 C -3.5245 -0.8427 -9.4581  -1.402
85 C -3.0558 -0.9015 -8.0268  0.933
86 C -2.6274 0.2490 -7.3635  -0.837
87 C -2.2264 0.2013 -6.0383  -0.493
88 C -2.2516 -1.0138 -5.3685  -0.229
89 C -2.6620 -2.1768 -6.0062  -0.438
90 C -3.0587 -2.1111 -7.3325  -0.708
91 S -1.8110 -1.0530 -3.6691  1.611
92 O -1.5036 -2.4353 -3.3046  -0.966
93 O -2.9443 -0.5442 -2.8809  -0.712
94 O -0.6608 -0.1603 -3.4761  -0.397
95 H -3.2320 0.0932 -9.9362  0.342
96 H -4.6154 -0.9151 -9.5072  0.295
97 H -3.1166 -1.6688 -10.0448  0.360
98 H -2.6042 1.1947 -7.8937  0.308
99 H -1.8829 1.0962 -5.5260  0.415
100 H -2.6606 -3.1183 -5.4657  0.439
101 H -3.3756 -3.0156 -7.8407  0.369

Output
HOMO = -8.47 eV

=====

Structures ranked by computed energy, the most stable listed first: model B, model A.